(1)
Molecular formula: C20H22N2Sn
Method: DFT, ωB97M-V/def2-TZVPD

Each line ends with the Mulliken charge.
Geometry (Å):
C (0.96081, -0.55765, -2.40413)  0.8879
C (0.14942, 2.52812, -3.39571)  -0.1654
C (-0.47400, -0.54280, -2.22572)  -0.8210
H (1.31780, -1.52430, -2.82654)  0.3771
C (-1.07231, 2.51523, -2.86057)  -0.5638
H (0.73187, 3.45910, -3.38009)  0.3494
H (-0.81886, -0.96578, -1.27422)  0.6882
H (-1.51640, 3.44281, -2.48838)  0.3674
C (-1.49356, -0.04384, -3.11542)  -1.0381
H (-2.35260, -0.72764, -3.01098)  0.4015
H (-1.20849, -0.07775, -4.17583)  0.3952
C (1.71326, 0.54785, -3.22304)  -0.6559
H (2.43716, 0.01139, -3.85025)  0.3685
H (2.29747, 1.17381, -2.52157)  0.3012
C (0.86206, 1.43096, -4.12883)  -0.8202
H (0.19576, 0.83880, -4.76868)  0.3188
H (1.59035, 1.90460, -4.79906)  0.3919
C (-2.02902, 1.36614, -2.75449)  -0.3110
H (-2.88714, 1.57999, -3.40914)  0.3513
H (-2.43795, 1.35056, -1.73375)  0.1905
Sn (1.22694, 0.14370, 0.89483)  0.5370
H (1.36933, -0.50736, -1.31012)  -1.0312
C (-2.11954, 2.81823, 3.79846)  -0.5042
C (-2.27518, 2.57835, 2.42323)  -0.3977
C (-1.87823, 1.36572, 1.87295)  -0.4005
C (-1.30362, 0.40068, 2.72424)  0.2200
C (-1.29475, 0.55943, 4.12047)  -0.3824
C (-1.63860, 1.80271, 4.64082)  -0.4369
N (-0.53495, -0.59856, 2.11034)  0.0434
N (-0.21943, -1.62162, 2.87040)  -0.7020
C (0.85822, -2.36201, 2.44243)  0.2663
C (1.10937, -3.62479, 3.05654)  -0.4545
C (2.22912, -4.36269, 2.66706)  -0.4582
C (3.08801, -3.86398, 1.66634)  -0.5008
C (2.82469, -2.62224, 1.05548)  -0.4706
C (1.72970, -1.87766, 1.45390)  0.2213
H (-2.37032, 3.79851, 4.21147)  0.3505
H (-2.68120, 3.35643, 1.77796)  0.3535
H (-1.92621, 1.13391, 0.80644)  0.4914
H (-0.92626, -0.25988, 4.74727)  0.4154
H (-1.52165, 1.98775, 5.70826)  0.3512
H (0.40414, -3.96080, 3.81905)  0.4063
H (2.43399, -5.31751, 3.14223)  0.3680
H (3.96703, -4.44172, 1.36890)  0.3502
H (3.48375, -2.23424, 0.27746)  0.3509

## Properties
LUMO (alpha / beta)   -0.7 / -1.1 eV
HOMO (alpha / beta)   -6.4971 / -7.5436 eV
Gap between HOMO and LUMO (alpha / beta)   5.8 / 6.5 eV
Charge   0

=====

(2)
Molecular formula: C7H12
Method: DFT, ωB97M-V/def2-TZVPD

Each line ends with the Mulliken charge.
Geometry (Å):
C (-2.60674, 0.02810, -0.00769)  -1.4830
C (-1.13424, -0.40559, 0.08057)  0.4029
C (-0.21171, 0.37025, -0.88348)  -0.9464
C (0.92202, 0.18241, 0.09759)  0.8998
C (2.00056, -0.82169, -0.19366)  -0.8972
C (2.33582, 0.64502, -0.06898)  -0.6466
C (-0.11325, 0.00544, 1.21675)  -0.8405
H (-2.95470, -0.18658, -1.02994)  0.3437
H (-2.75957, 1.10737, 0.13777)  0.3248
H (-3.28894, -0.50197, 0.66510)  0.3754
H (-1.06747, -1.48599, -0.07603)  0.2404
H (-0.09498, 0.00202, -1.90372)  0.3725
H (-0.50312, 1.43051, -0.90458)  0.2696
H (2.01581, -1.28018, -1.18135)  0.2283
H (2.34190, -1.47856, 0.60427)  0.2689
H (2.56772, 1.18122, -0.98918)  0.2398
H (2.93051, 0.95812, 0.78497)  0.2447
H (-0.58122, 0.90235, 1.61132)  0.2675
H (0.20162, -0.65224, 2.04027)  0.3354

## Properties
LUMO   1.1 eV
HOMO   -9.7615 eV
SMILES   CC1CC2(CC2)C1
Energy relative to the best compared isomer or geometry (same formula, charge and spin)   35.7 kcal/mol
Gap between HOMO and LUMO   10.9 eV
Charge   0

=====

What did the first record say?
Molecular formula: C20H22N2Sn
Method: DFT, ωB97M-V/def2-TZVPD

Each line ends with the Mulliken charge.
Geometry (Å):
C (0.96081, -0.55765, -2.40413)  0.8879
C (0.14942, 2.52812, -3.39571)  -0.1654
C (-0.47400, -0.54280, -2.22572)  -0.8210
H (1.31780, -1.52430, -2.82654)  0.3771
C (-1.07231, 2.51523, -2.86057)  -0.5638
H (0.73187, 3.45910, -3.38009)  0.3494
H (-0.81886, -0.96578, -1.27422)  0.6882
H (-1.51640, 3.44281, -2.48838)  0.3674
C (-1.49356, -0.04384, -3.11542)  -1.0381
H (-2.35260, -0.72764, -3.01098)  0.4015
H (-1.20849, -0.07775, -4.17583)  0.3952
C (1.71326, 0.54785, -3.22304)  -0.6559
H (2.43716, 0.01139, -3.85025)  0.3685
H (2.29747, 1.17381, -2.52157)  0.3012
C (0.86206, 1.43096, -4.12883)  -0.8202
H (0.19576, 0.83880, -4.76868)  0.3188
H (1.59035, 1.90460, -4.79906)  0.3919
C (-2.02902, 1.36614, -2.75449)  -0.3110
H (-2.88714, 1.57999, -3.40914)  0.3513
H (-2.43795, 1.35056, -1.73375)  0.1905
Sn (1.22694, 0.14370, 0.89483)  0.5370
H (1.36933, -0.50736, -1.31012)  -1.0312
C (-2.11954, 2.81823, 3.79846)  -0.5042
C (-2.27518, 2.57835, 2.42323)  -0.3977
C (-1.87823, 1.36572, 1.87295)  -0.4005
C (-1.30362, 0.40068, 2.72424)  0.2200
C (-1.29475, 0.55943, 4.12047)  -0.3824
C (-1.63860, 1.80271, 4.64082)  -0.4369
N (-0.53495, -0.59856, 2.11034)  0.0434
N (-0.21943, -1.62162, 2.87040)  -0.7020
C (0.85822, -2.36201, 2.44243)  0.2663
C (1.10937, -3.62479, 3.05654)  -0.4545
C (2.22912, -4.36269, 2.66706)  -0.4582
C (3.08801, -3.86398, 1.66634)  -0.5008
C (2.82469, -2.62224, 1.05548)  -0.4706
C (1.72970, -1.87766, 1.45390)  0.2213
H (-2.37032, 3.79851, 4.21147)  0.3505
H (-2.68120, 3.35643, 1.77796)  0.3535
H (-1.92621, 1.13391, 0.80644)  0.4914
H (-0.92626, -0.25988, 4.74727)  0.4154
H (-1.52165, 1.98775, 5.70826)  0.3512
H (0.40414, -3.96080, 3.81905)  0.4063
H (2.43399, -5.31751, 3.14223)  0.3680
H (3.96703, -4.44172, 1.36890)  0.3502
H (3.48375, -2.23424, 0.27746)  0.3509

## Properties
LUMO (alpha / beta)   -0.7 / -1.1 eV
HOMO (alpha / beta)   -6.4971 / -7.5436 eV
Gap between HOMO and LUMO (alpha / beta)   5.8 / 6.5 eV
Charge   0